Molecular formula: C44H36Cl3NO2P3Rh
Method: DFT, ωB97M-V with the def2-TZVPD basis set

Computed properties:
E_tot   -120225.0396 eV
LUMO energy (spin up / spin down)   -4.81 / -8.35 eV
Net charge   +2
Orbital gap (spin up / spin down)   0.3229 / 0.2162 hartree
2S+1   5

Last column: Löwdin spin population.
Positions of all 90 atoms, in Å:
Rh (0.247, 0.309, -0.007)  2.261
N (1.426, 0.938, -2.619)  0.039
P (1.750, -0.517, -1.760)  0.209
C (2.080, -1.734, -3.071)  0.048
C (1.407, -2.946, -3.152)  0.003
C (1.731, -3.839, -4.164)  0.000
C (2.713, -3.516, -5.087)  -0.002
C (3.388, -2.303, -5.000)  0.004
C (3.081, -1.409, -3.990)  0.010
C (3.380, -0.395, -0.980)  0.049
C (4.302, 0.627, -1.174)  0.022
C (5.586, 0.481, -0.673)  0.001
C (5.950, -0.676, 0.006)  0.025
C (5.024, -1.692, 0.210)  -0.001
C (3.733, -1.547, -0.265)  0.024
P (-0.122, 1.496, -2.130)  0.229
C (0.026, 3.248, -1.693)  0.048
C (0.742, 4.123, -2.507)  0.011
C (0.800, 5.463, -2.167)  0.006
C (0.140, 5.927, -1.034)  0.005
C (-0.589, 5.057, -0.238)  0.000
C (-0.646, 3.710, -0.564)  0.012
C (-1.197, 1.537, -3.577)  0.041
C (-2.543, 1.808, -3.323)  0.014
C (-3.417, 1.972, -4.383)  -0.001
C (-2.950, 1.860, -5.687)  0.013
C (-1.612, 1.584, -5.934)  0.002
C (-0.729, 1.407, -4.881)  0.017
H (1.668, 0.955, -3.604)  0.002
H (0.638, -3.194, -2.430)  0.001
H (1.215, -4.787, -4.229)  0.000
H (2.957, -4.210, -5.881)  0.000
H (4.166, -2.060, -5.710)  0.001
H (3.635, -0.481, -3.902)  0.001
H (4.027, 1.523, -1.716)  0.001
H (6.314, 1.267, -0.824)  0.000
H (6.962, -0.781, 0.374)  0.001
H (5.302, -2.594, 0.742)  0.000
H (2.996, -2.327, -0.100)  0.002
H (1.242, 3.760, -3.398)  0.001
H (1.353, 6.148, -2.797)  0.001
H (0.191, 6.978, -0.779)  0.000
H (-1.118, 5.421, 0.633)  0.000
H (-1.222, 3.018, 0.043)  0.002
H (-2.893, 1.886, -2.299)  0.001
H (-4.460, 2.185, -4.196)  0.000
H (-3.635, 1.976, -6.516)  0.001
H (-1.256, 1.506, -6.952)  0.000
H (0.308, 1.179, -5.096)  0.001
Cl (-4.678, -0.571, 0.961)  0.007
C (-3.232, -1.515, 1.280)  0.008
Cl (-3.391, -3.137, 0.616)  0.005
Cl (-2.927, -1.576, 3.030)  0.002
C (-1.981, -0.850, 0.663)  0.031
O (-2.062, 0.297, 0.164)  0.182
O (-0.890, -1.471, 0.724)  0.160
C (2.774, -1.453, 5.021)  0.032
C (1.526, -0.870, 5.204)  0.001
C (1.004, -0.020, 4.243)  0.023
C (1.751, 0.266, 3.099)  0.043
C (3.001, -0.333, 2.911)  0.025
C (3.509, -1.186, 3.872)  -0.001
P (1.209, 1.453, 1.845)  0.216
C (-0.068, 2.485, 2.607)  0.041
C (-1.316, 1.907, 2.859)  0.016
C (-2.300, 2.634, 3.504)  -0.001
C (-2.048, 3.945, 3.890)  0.017
C (-0.819, 4.530, 3.612)  0.003
C (0.171, 3.812, 2.959)  0.016
C (2.633, 2.533, 1.565)  0.038
C (3.474, 2.845, 2.636)  0.011
C (4.480, 3.779, 2.462)  0.002
C (4.657, 4.395, 1.229)  0.005
C (3.831, 4.075, 0.161)  0.000
C (2.820, 3.143, 0.328)  0.009
H (3.176, -2.111, 5.780)  0.002
H (0.960, -1.073, 6.103)  0.000
H (0.034, 0.428, 4.398)  0.001
H (3.582, -0.106, 2.028)  0.000
H (4.481, -1.641, 3.734)  -0.001
H (-1.516, 0.886, 2.557)  0.002
H (-3.262, 2.181, 3.705)  0.000
H (-2.812, 4.512, 4.403)  0.001
H (-0.631, 5.554, 3.907)  0.000
H (1.119, 4.283, 2.736)  0.001
H (3.330, 2.361, 3.594)  0.000
H (5.124, 4.035, 3.293)  0.000
H (5.445, 5.125, 1.102)  0.000
H (3.976, 4.561, -0.795)  0.000
H (2.172, 2.886, -0.500)  0.004



Molecular formula: C44H36CoN4O5S3
Method: DFT, ωB97M-V with the def2-TZVPD basis set

Computed properties:
E_tot   -132546.6231 eV
LUMO energy (spin up / spin down)   3.71 / 3.69 eV
Net charge   -2
Orbital gap (spin up / spin down)   0.2143 / 0.2183 hartree
2S+1   4

Last column: Löwdin spin population.
Positions of all 93 atoms, in Å:
Co (0.557, -0.484, -1.308)  2.697
O (-0.996, -1.076, 0.869)  0.010
C (-1.155, -2.473, 1.069)  0.000
C (-0.014, -3.206, 0.252)  0.003
O (0.126, -4.415, 0.469)  0.002
O (0.622, -2.513, -0.564)  0.025
C (-1.113, -2.756, 2.585)  0.000
C (-1.442, -1.721, 3.458)  0.000
C (-1.477, -1.920, 4.829)  0.000
C (-1.185, -3.167, 5.361)  0.000
C (-0.857, -4.204, 4.500)  0.000
C (-0.823, -4.005, 3.127)  0.000
C (-2.526, -2.964, 0.562)  0.000
C (-2.761, -4.328, 0.381)  0.000
C (-3.985, -4.786, -0.079)  0.000
C (-5.014, -3.899, -0.362)  0.000
C (-4.806, -2.547, -0.157)  0.000
C (-3.578, -2.091, 0.306)  0.000
H (-1.845, -0.658, 0.701)  0.000
H (-1.643, -0.735, 3.069)  0.000
H (-1.719, -1.089, 5.480)  0.000
H (-1.201, -3.326, 6.433)  0.000
H (-0.614, -5.182, 4.898)  0.000
H (-0.540, -4.807, 2.462)  0.000
H (-1.951, -5.016, 0.569)  0.000
H (-4.130, -5.850, -0.225)  0.000
H (-5.965, -4.257, -0.737)  0.000
H (-5.593, -1.834, -0.368)  0.000
H (-3.486, -1.021, 0.458)  0.000
S (0.074, 1.784, -2.155)  0.043
C (1.438, 1.891, -3.234)  0.005
C (1.981, 3.147, -3.498)  0.003
C (3.033, 3.336, -4.387)  0.001
C (3.545, 4.658, -4.613)  0.000
N (3.954, 5.720, -4.785)  0.001
C (3.574, 2.221, -5.040)  0.001
C (3.058, 0.961, -4.775)  0.004
C (2.004, 0.744, -3.880)  0.006
S (1.424, -0.871, -3.617)  0.044
C (4.643, 2.364, -5.989)  0.000
N (5.494, 2.465, -6.758)  0.000
H (1.558, 4.008, -2.997)  0.001
H (3.482, 0.103, -5.280)  0.001
O (0.681, 0.832, 3.079)  0.001
S (0.379, 1.481, 1.773)  0.001
C (1.548, 2.847, 1.646)  0.000
C (1.791, 3.448, 0.424)  0.001
C (2.721, 4.476, 0.359)  0.000
C (3.398, 4.883, 1.501)  0.000
C (3.152, 4.255, 2.716)  0.000
C (2.225, 3.226, 2.792)  0.000
C (-1.077, 2.508, 2.106)  0.000
C (-1.729, 3.133, 1.052)  0.000
C (-2.885, 3.858, 1.301)  0.000
C (-3.390, 3.941, 2.594)  0.000
C (-2.737, 3.298, 3.636)  0.000
C (-1.577, 2.574, 3.394)  0.000
H (1.310, 3.079, -0.479)  0.001
H (2.938, 4.937, -0.596)  0.000
H (4.137, 5.672, 1.439)  0.000
H (3.692, 4.560, 3.604)  0.000
H (2.035, 2.691, 3.713)  0.000
H (-1.327, 3.062, 0.046)  0.000
H (-3.393, 4.356, 0.485)  0.000
H (-4.299, 4.497, 2.784)  0.000
H (-3.135, 3.357, 4.642)  0.000
H (-1.050, 2.043, 4.178)  0.000
C (3.156, -1.286, 1.515)  0.002
C (3.187, -0.434, 0.240)  0.009
C (3.723, -1.282, -0.920)  0.001
C (4.114, 0.772, 0.444)  0.003
O (1.908, 0.033, -0.020)  0.102
H (4.165, -1.594, 1.810)  0.000
H (2.556, -2.179, 1.339)  0.000
H (2.702, -0.720, 2.334)  0.000
H (4.668, -1.761, -0.640)  0.000
H (3.897, -0.666, -1.808)  0.000
H (3.002, -2.057, -1.182)  0.000
H (5.168, 0.477, 0.432)  0.001
H (3.908, 1.268, 1.396)  0.000
H (3.941, 1.489, -0.361)  0.000
N (-5.366, -2.767, -5.369)  0.001
C (-4.496, -2.438, -4.690)  0.000
C (-3.414, -2.015, -3.824)  0.001
C (-3.398, -0.719, -3.324)  0.001
C (-2.356, -0.370, -2.480)  0.004
N (-1.387, -1.219, -2.136)  0.021
C (-1.405, -2.458, -2.636)  0.002
C (-2.406, -2.907, -3.483)  0.000
H (-4.164, -0.001, -3.578)  0.000
H (-2.287, 0.633, -2.078)  0.001
H (-0.584, -3.098, -2.341)  0.000
H (-2.390, -3.919, -3.858)  0.000



Molecular formula: C44H36INO4PdTe2
Method: DFT, ωB97M-V with the def2-TZVPD basis set

Computed properties:
E_tot   -82058.6052 eV
LUMO energy (spin up / spin down)   -0.93 / -0.90 eV
Net charge   0
Orbital gap (spin up / spin down)   0.2506 / 0.2516 hartree

Last column: Löwdin charge in e.
Positions of all 89 atoms, in Å:
Pd (-0.496, 0.650, -0.081)  0.724
C (2.081, -5.120, -3.482)  -0.049
C (1.465, -4.077, -2.588)  -0.258
C (0.140, -4.129, -2.203)  0.027
C (-0.406, -3.182, -1.336)  -0.088
C (-1.867, -3.279, -1.044)  -0.300
O (-2.619, -3.751, -1.873)  0.106
C (-2.440, -2.872, 0.288)  -0.172
C (-2.170, -3.654, 1.404)  -0.038
C (-2.814, -3.398, 2.608)  -0.103
C (-3.715, -2.346, 2.702)  -0.122
C (-3.964, -1.547, 1.592)  -0.110
C (-3.337, -1.816, 0.385)  -0.052
C (0.363, -2.122, -0.850)  -0.279
O (-0.202, -1.318, 0.035)  -0.379
C (1.700, -1.999, -1.307)  -0.070
C (2.216, -2.992, -2.131)  0.023
C (2.532, -0.785, -1.063)  -0.211
N (1.995, 0.278, -0.623)  0.084
C (2.768, 1.521, -0.578)  -0.289
C (1.860, 2.738, -0.534)  -0.513
Te (0.667, 3.170, -2.268)  1.307
C (-0.241, 1.284, -2.642)  -0.578
C (-1.591, 0.990, -2.414)  -0.162
C (-2.125, -0.232, -2.850)  -0.067
C (-1.344, -1.146, -3.517)  -0.066
C (-0.006, -0.841, -3.790)  -0.067
C (0.533, 0.350, -3.364)  -0.161
C (3.990, -0.865, -1.414)  -0.211
C (4.881, -1.324, -0.452)  -0.023
C (6.239, -1.391, -0.731)  -0.072
C (6.711, -1.003, -1.977)  -0.084
C (5.823, -0.550, -2.943)  -0.069
C (4.465, -0.482, -2.663)  -0.042
H (1.326, -5.814, -3.850)  0.075
H (2.837, -5.704, -2.953)  0.081
H (2.568, -4.668, -4.348)  0.078
H (-0.509, -4.918, -2.566)  0.128
H (-1.466, -4.475, 1.328)  0.123
H (-2.615, -4.024, 3.468)  0.104
H (-4.220, -2.148, 3.639)  0.103
H (-4.647, -0.709, 1.660)  0.108
H (-3.535, -1.193, -0.477)  0.106
H (3.245, -2.907, -2.461)  0.123
H (3.436, 1.607, -1.439)  0.102
H (3.406, 1.519, 0.314)  0.124
H (2.482, 3.633, -0.462)  0.045
H (1.177, 2.732, 0.315)  0.005
H (-2.263, 1.740, -2.019)  0.092
H (-3.176, -0.434, -2.681)  0.113
H (-1.767, -2.089, -3.835)  0.113
H (0.606, -1.547, -4.338)  0.114
H (1.560, 0.598, -3.603)  0.076
H (4.509, -1.634, 0.517)  0.122
H (6.927, -1.752, 0.023)  0.104
H (7.770, -1.055, -2.196)  0.102
H (6.186, -0.248, -3.917)  0.106
H (3.772, -0.134, -3.420)  0.114
I (-6.346, 6.965, -1.922)  0.864
C (-5.069, 5.528, -1.132)  -0.747
C (-5.536, 4.235, -0.934)  -0.145
C (-4.679, 3.273, -0.419)  -0.015
C (-3.367, 3.600, -0.106)  -0.140
C (-2.913, 4.898, -0.313)  -0.017
C (-3.762, 5.872, -0.819)  -0.146
C (-2.412, 2.532, 0.353)  -0.645
O (-2.946, 1.432, 0.572)  -0.081
O (-1.135, 2.714, 0.422)  -0.186
H (-6.557, 3.980, -1.183)  0.091
H (-5.016, 2.260, -0.253)  0.117
H (-1.883, 5.135, -0.082)  0.114
H (-3.409, 6.882, -0.978)  0.092
C (1.100, 0.453, 2.922)  -0.362
Te (-0.831, -0.218, 2.325)  1.704
C (-1.456, 1.272, 3.694)  -0.357
C (-0.351, 1.311, 4.733)  -0.282
C (-0.573, 1.743, 6.034)  -0.040
C (0.465, 1.746, 6.956)  -0.083
C (1.731, 1.314, 6.582)  -0.084
C (1.962, 0.880, 5.284)  -0.041
C (0.929, 0.874, 4.358)  -0.290
H (1.307, 1.315, 2.285)  0.052
H (1.854, -0.309, 2.739)  0.067
H (-2.406, 0.965, 4.128)  0.064
H (-1.606, 2.213, 3.163)  0.067
H (-1.562, 2.071, 6.330)  0.115
H (0.282, 2.076, 7.970)  0.102
H (2.537, 1.307, 7.304)  0.102
H (2.948, 0.540, 4.991)  0.113



Table of ΔE to the lowest compared entry with this formula, charge and spin (kJ/mol), in record order: 0.00 53.39 146.64